1.
{
  "formula": "C39H42BrN7O3S2Se4W",
  "method": "ωB97M-V with the def2-TZVPD basis set",
  "elements": ["W", "N", "C", "C", "C", "C", "C", "C", "S", "O", "O", "N", "C", "N", "C", "C", "C", "N", "H", "H", "H", "H", "H", "H", "H", "H", "H", "Se", "Se", "Se", "Se", "C", "N", "C", "C", "C", "C", "C", "C", "C", "C", "H", "H", "H", "H", "H", "H", "H", "H", "H", "H", "H", "H", "H", "Br", "C", "C", "C", "C", "C", "C", "H", "H", "H", "H", "C", "C", "C", "C", "N", "C", "S", "N", "C", "H", "H", "H", "H", "H", "H", "H", "H", "C", "C", "O", "C", "C", "C", "C", "C", "C", "H", "H", "H", "H", "H", "H", "H", "H"],
  "positions_angstrom": [[-1.610, 0.673, 2.366], [6.305, -0.523, 1.260], [5.059, 0.021, 1.544], [4.721, 1.302, 1.094], [3.509, 1.876, 1.436], [2.608, 1.167, 2.223], [2.941, -0.098, 2.689], [4.152, -0.672, 2.344], [1.108, 1.909, 2.803], [0.419, 0.826, 3.530], [1.473, 3.089, 3.512], [0.035, 2.104, 1.601], [0.084, 3.215, 0.779], [1.228, 3.898, 0.661], [1.198, 4.976, -0.111], [0.064, 5.388, -0.788], [-1.049, 4.578, -0.633], [-1.051, 3.503, 0.138], [6.807, -0.134, 0.479], [6.389, -1.522, 1.342], [5.440, 1.870, 0.513], [3.257, 2.880, 1.124], [2.251, -0.630, 3.329], [4.403, -1.658, 2.716], [2.128, 5.529, -0.193], [0.055, 6.271, -1.409], [-1.982, 4.793, -1.146], [-1.997, 3.050, 3.515], [-2.933, 2.682, 5.618], [-1.536, 0.916, 6.212], [-2.363, -0.410, 4.445], [-3.860, -1.139, -1.652], [-2.647, -0.412, -2.123], [-1.627, -1.364, -2.625], [-2.035, 0.465, -1.049], [-3.054, 1.362, -0.422], [-3.914, 2.073, -1.259], [-4.972, 2.793, -0.737], [-5.155, 2.795, 0.640], [-4.238, 2.162, 1.462], [-3.131, 1.445, 0.972], [-4.250, -1.733, -2.475], [-4.597, -0.421, -1.308], [-3.565, -1.777, -0.823], [-2.918, 0.201, -2.891], [-1.358, -2.024, -1.802], [-0.764, -0.797, -2.964], [-2.045, -1.943, -3.445], [-1.212, 1.003, -1.529], [-1.637, -0.228, -0.312], [-3.762, 2.069, -2.338], [-5.643, 3.339, -1.388], [-5.987, 3.330, 1.080], [-4.373, 2.252, 2.532], [-5.965, -4.573, 0.830], [-4.771, -3.175, 1.312], [-3.416, -3.325, 1.109], [-2.558, -2.269, 1.418], [-2.997, -1.053, 1.961], [-4.382, -0.988, 2.199], [-5.264, -2.004, 1.869], [-3.019, -4.250, 0.709], [-1.515, -2.446, 1.232], [-4.800, -0.105, 2.664], [-6.323, -1.892, 2.059], [4.832, -0.271, -2.667], [3.566, -0.093, -3.434], [3.186, -0.851, -4.502], [1.948, -0.551, -5.110], [1.148, 0.405, -4.690], [1.504, 1.164, -3.623], [0.597, 2.411, -2.995], [2.735, 0.893, -3.038], [1.469, -1.353, -6.281], [5.372, -1.146, -3.018], [4.614, -0.386, -1.604], [5.469, 0.607, -2.787], [3.812, -1.651, -4.865], [2.955, 1.452, -2.223], [2.267, -1.951, -6.716], [1.052, -0.687, -7.034], [0.670, -2.024, -5.960], [1.345, -0.511, -0.253], [0.597, -1.112, 0.900], [-0.401, -0.481, 1.362], [1.025, -2.363, 1.499], [1.962, -3.183, 0.852], [2.414, -4.346, 1.449], [1.954, -4.712, 2.709], [1.036, -3.901, 3.366], [0.572, -2.741, 2.773], [0.994, 0.506, -0.430], [1.202, -1.097, -1.169], [2.419, -0.482, -0.042], [2.334, -2.908, -0.127], [3.128, -4.974, 0.930], [2.309, -5.621, 3.176], [0.680, -4.172, 4.351], [-0.125, -2.104, 3.305]],
  "energy_ha": -15163.565426,
  "homo_ev": [-5.83, -5.82],
  "e_lumo_ev": [-0.7, -0.7]
}

=====

2.
{
  "formula": "C47H69BBaN12O",
  "method": "ωB97M-V with the def2-TZVPD basis set",
  "elements": ["Ba", "C", "C", "C", "C", "C", "N", "N", "B", "N", "N", "C", "C", "C", "C", "C", "N", "N", "C", "C", "C", "C", "C", "H", "H", "H", "H", "H", "H", "H", "H", "H", "H", "H", "H", "H", "H", "H", "H", "H", "H", "H", "H", "H", "H", "C", "N", "C", "C", "N", "C", "C", "C", "C", "C", "C", "C", "C", "C", "N", "C", "N", "C", "C", "N", "C", "C", "C", "N", "C", "C", "H", "H", "H", "H", "H", "H", "H", "H", "H", "H", "H", "H", "H", "H", "H", "H", "H", "H", "H", "H", "H", "H", "H", "H", "H", "H", "H", "H", "H", "H", "C", "C", "C", "C", "C", "C", "C", "C", "C", "C", "C", "C", "O", "H", "H", "H", "H", "H", "H", "H", "H", "H", "H", "H", "H", "H", "H", "H", "H", "H"],
  "positions_angstrom": [[-0.252, 0.633, 0.688], [-1.314, -1.211, 4.237], [0.050, -0.626, 4.324], [0.879, -0.588, 5.448], [2.036, 0.020, 5.014], [3.253, 0.326, 5.821], [1.885, 0.319, 3.706], [0.654, -0.077, 3.274], [2.993, 0.909, 2.803], [3.435, -0.064, 1.686], [2.625, -0.509, 0.685], [3.353, -1.351, -0.042], [2.805, -2.075, -1.225], [4.649, -1.455, 0.481], [4.661, -0.623, 1.579], [5.794, -0.360, 2.513], [2.645, 2.319, 2.278], [1.649, 2.587, 1.388], [1.720, 3.886, 1.121], [0.790, 4.543, 0.163], [2.770, 4.477, 1.830], [3.332, 3.448, 2.555], [4.487, 3.529, 3.496], [-1.939, -0.869, 5.061], [-1.282, -2.302, 4.275], [-1.806, -0.922, 3.315], [0.663, -0.943, 6.441], [3.075, 0.037, 6.856], [3.492, 1.389, 5.802], [4.128, -0.214, 5.463], [3.941, 1.052, 3.506], [1.754, -1.841, -1.351], [2.920, -3.153, -1.104], [3.343, -1.807, -2.135], [5.462, -2.059, 0.115], [6.661, -0.939, 2.198], [5.549, -0.644, 3.536], [6.074, 0.693, 2.523], [-0.014, 3.874, -0.130], [1.312, 4.857, -0.744], [0.331, 5.428, 0.605], [3.070, 5.510, 1.830], [4.810, 4.566, 3.574], [5.333, 2.934, 3.153], [4.222, 3.180, 4.492], [-1.035, -5.650, -0.732], [-0.551, -4.401, -1.290], [-0.895, -4.240, -2.686], [-0.248, -3.337, -0.460], [-0.573, -2.089, -0.658], [-1.746, -1.842, -1.407], [-2.885, -2.523, -1.044], [-4.101, -2.380, -1.726], [-4.167, -1.553, -2.802], [-3.029, -0.818, -3.214], [-3.148, -0.012, -4.371], [-2.085, 0.711, -4.816], [-0.888, 0.690, -4.089], [-0.712, -0.079, -2.958], [0.495, 0.075, -2.245], [1.577, 0.179, -2.971], [1.794, -0.506, -4.154], [2.255, 0.178, -5.342], [1.160, -1.782, -4.376], [2.619, 0.959, -2.586], [2.436, 2.016, -1.622], [4.005, 0.650, -2.877], [-1.797, -0.905, -2.499], [0.486, -3.688, 0.635], [1.493, -4.727, 0.620], [0.471, -2.874, 1.828], [-0.485, -6.502, -1.141], [-2.095, -5.777, -0.978], [-0.932, -5.654, 0.348], [-0.398, -5.024, -3.265], [-0.574, -3.272, -3.053], [-1.975, -4.313, -2.847], [-2.830, -3.184, -0.186], [-4.972, -2.929, -1.393], [-5.086, -1.428, -3.358], [-4.101, 0.016, -4.882], [-2.168, 1.339, -5.693], [-0.085, 1.355, -4.387], [2.585, 1.183, -5.092], [1.441, 0.254, -6.073], [3.088, -0.356, -5.808], [1.027, -2.268, -3.413], [1.822, -2.402, -4.985], [0.189, -1.700, -4.879], [1.399, 2.342, -1.637], [3.068, 2.865, -1.895], [2.704, 1.686, -0.621], [4.077, -0.261, -3.462], [4.551, 0.511, -1.939], [4.476, 1.465, -3.434], [1.587, -5.148, -0.377], [1.248, -5.531, 1.321], [2.458, -4.303, 0.914], [-0.462, -2.317, 1.869], [1.307, -2.178, 1.864], [0.514, -3.525, 2.705], [-2.731, 4.650, 0.015], [-3.137, 3.756, -1.157], [-1.956, 3.224, -1.957], [-4.101, 2.688, -0.693], [-5.403, 2.751, -1.170], [-6.403, 1.929, -0.683], [-6.093, 1.082, 0.365], [-4.806, 0.979, 0.878], [-4.621, 0.128, 2.114], [-4.032, 0.923, 3.279], [-3.884, -1.174, 1.826], [-3.748, 1.717, 0.283], [-2.481, 1.537, 0.644], [-2.098, 5.473, -0.323], [-2.193, 4.082, 0.774], [-3.618, 5.074, 0.487], [-3.704, 4.391, -1.849], [-1.343, 2.535, -1.376], [-1.316, 4.041, -2.305], [-2.309, 2.673, -2.826], [-5.636, 3.487, -1.933], [-7.412, 1.989, -1.070], [-6.876, 0.487, 0.823], [-5.632, -0.164, 2.425], [-3.015, 1.248, 3.069], [-4.031, 0.327, 4.193], [-4.630, 1.818, 3.459], [-2.878, -0.994, 1.439], [-4.416, -1.741, 1.063], [-3.807, -1.794, 2.723]],
  "energy_ha": -2615.249698,
  "homo_ev": -6.58,
  "e_lumo_ev": 0.4
}

=====

3.
{
  "formula": "C3H9NO2",
  "method": "ωB97M-V with the def2-TZVPD basis set",
  "elements": ["C", "C", "N", "O", "H", "H", "H", "H", "H", "C", "O", "H", "H", "H", "H"],
  "positions_angstrom": [[-0.553, -1.479, 0.834], [0.262, -1.798, -0.396], [-0.262, -1.109, -1.539], [1.367, -2.258, -0.401], [-0.789, -0.400, 0.759], [0.179, -1.490, 1.644], [-1.361, -2.200, 1.054], [0.066, -1.190, -2.487], [-1.268, -1.051, -1.545], [0.711, 2.118, 0.567], [-0.140, 2.470, -0.577], [0.963, 3.082, 1.042], [1.695, 1.715, 0.323], [0.111, 1.583, 1.287], [-0.981, 2.008, -0.564]],
  "energy_ha": -324.915531,
  "homo_ev": -10.01,
  "e_lumo_ev": 0.6,
  "smiles": "CC(N)=O.CO"
}

=====

4.
{
  "formula": "C5H8N2O",
  "method": "ωB97M-V with the def2-TZVPD basis set",
  "elements": ["C", "C", "C", "C", "C", "H", "H", "H", "H", "H", "H", "H", "H", "N", "N", "O"],
  "positions_angstrom": [[-1.598, 0.037, 0.105], [-0.395, -0.655, 0.800], [0.603, -1.401, -0.246], [2.130, -0.854, -0.152], [2.141, 0.662, -0.211], [-0.406, 1.924, -0.411], [-2.364, 1.922, -0.596], [0.421, -0.240, 1.510], [-0.851, -1.507, 1.453], [0.253, -1.489, -1.240], [0.529, -2.574, -0.044], [2.780, -1.520, -0.811], [2.238, -0.799, 1.065], [-1.557, 1.554, 0.055], [1.580, 1.813, 0.019], [-2.506, -0.752, -0.402]],
  "energy_ha": -379.906461,
  "homo_ev": -9.92,
  "e_lumo_ev": 0.1
}

=====

5.
{
  "formula": "C9H9N3S",
  "method": "ωB97M-V with the def2-TZVPD basis set",
  "elements": ["C", "C", "C", "C", "C", "C", "C", "C", "C", "N", "N", "N", "S", "H", "H", "H", "H", "H", "H", "H", "H", "H"],
  "positions_angstrom": [[-4.123, -0.771, 0.141], [-3.183, -1.331, -0.707], [-3.756, 0.261, 0.992], [-1.884, -0.862, -0.716], [-2.462, 0.741, 0.989], [-1.511, 0.179, 0.136], [2.157, 0.543, -0.211], [0.826, 0.082, 0.035], [4.474, 0.377, 0.147], [2.293, -2.244, 0.317], [-0.245, 0.725, 0.110], [3.122, 0.067, 0.459], [0.904, -1.810, 0.478], [-5.140, -1.133, 0.137], [-3.462, -2.134, -1.375], [-4.487, 0.702, 1.652], [-1.157, -1.274, -1.402], [-2.157, 1.532, 1.657], [2.289, 1.174, -1.101], [5.068, -0.523, 0.309], [4.819, 1.134, 0.854], [4.620, 0.747, -0.877]],
  "energy_ha": -910.669357,
  "homo_ev": [-8.00, -8.00],
  "e_lumo_ev": [-0.8, -0.8]
}

=====

6.
{
  "formula": "C5H7N",
  "method": "ωB97M-V with the def2-TZVPD basis set",
  "elements": ["H", "N", "C", "C", "C", "C", "C", "H", "H", "H", "H", "H", "H"],
  "positions_angstrom": [[-2.698, -1.778, 0.165], [-2.719, -0.702, 0.159], [-1.623, -0.113, 0.025], [-1.161, 1.269, -0.130], [-0.198, 0.047, -0.014], [1.130, -0.501, 0.734], [1.049, -0.299, -0.739], [-1.334, 1.798, -1.147], [-1.446, 1.875, 0.723], [1.228, -1.463, 1.082], [1.674, 0.157, 1.267], [1.496, 0.527, -1.302], [0.955, -1.108, -1.394]],
  "energy_ha": -249.333377,
  "homo_ev": -9.07,
  "e_lumo_ev": 1.1,
  "smiles": "[H]/N=C1/CC12CC2"
}

=====

7.
{
  "formula": "C39H78F12NO18P",
  "method": "ωB97M-V with the def2-TZVPD basis set",
  "elements": ["C", "C", "O", "N", "H", "H", "C", "H", "H", "H", "H", "H", "H", "P", "O", "O", "O", "O", "C", "C", "O", "C", "C", "H", "H", "H", "H", "H", "H", "H", "H", "H", "H", "C", "C", "O", "C", "C", "H", "H", "H", "H", "H", "H", "H", "H", "H", "H", "C", "C", "O", "C", "C", "H", "H", "H", "H", "H", "H", "H", "H", "H", "H", "C", "C", "O", "C", "C", "H", "H", "H", "H", "H", "H", "H", "H", "H", "H", "C", "C", "O", "C", "C", "H", "H", "H", "H", "H", "H", "H", "H", "H", "H", "C", "C", "O", "C", "O", "C", "F", "F", "F", "H", "H", "H", "H", "H", "C", "C", "O", "C", "O", "C", "F", "F", "F", "H", "H", "H", "H", "H", "C", "C", "O", "C", "O", "C", "F", "F", "F", "H", "H", "H", "H", "H", "C", "C", "O", "C", "O", "C", "F", "F", "F", "H", "H", "H", "H", "H"],
  "positions_angstrom": [[0.897, 1.504, -1.459], [0.222, 0.206, -1.620], [0.145, -0.263, -2.835], [-0.388, -0.328, -0.682], [1.010, 2.566, 3.663], [-0.027, -0.116, 0.393], [-1.259, -1.518, -0.876], [0.178, 2.109, -1.985], [1.771, 1.640, -1.989], [0.872, 1.959, -0.450], [-2.041, -1.245, -1.559], [-1.799, -1.769, 0.019], [-0.730, -2.305, -1.352], [-0.586, 1.537, 2.687], [0.278, 0.387, 1.888], [-0.682, 2.827, 1.771], [0.169, 2.107, 4.124], [-1.980, 0.991, 2.951], [3.932, -0.187, -0.566], [4.655, 0.853, 0.288], [5.708, 1.464, -0.395], [6.241, 2.618, 0.284], [7.301, 3.293, -0.535], [3.565, 0.201, -1.488], [4.622, -1.006, -0.738], [3.087, -0.517, 0.016], [3.930, 1.660, 0.651], [5.018, 0.378, 1.183], [5.414, 3.362, 0.509], [6.703, 2.336, 1.258], [6.953, 3.472, -1.575], [8.177, 2.646, -0.634], [7.551, 4.196, -0.049], [3.483, -2.581, -3.976], [2.005, -2.565, -4.307], [1.769, -3.698, -5.123], [0.464, -3.838, -5.650], [0.494, -4.338, -7.068], [4.034, -2.448, -4.915], [3.786, -1.852, -3.235], [3.745, -3.589, -3.551], [1.344, -2.630, -3.419], [1.688, -1.593, -4.770], [-0.112, -4.528, -5.022], [-0.017, -2.862, -5.664], [-0.500, -4.560, -7.368], [0.990, -5.335, -7.032], [1.059, -3.685, -7.759], [2.380, -3.691, -0.326], [1.757, -3.487, 1.044], [2.334, -2.422, 1.807], [1.627, -2.014, 2.969], [2.420, -0.931, 3.624], [3.410, -3.897, -0.149], [1.817, -4.488, -0.851], [2.386, -2.777, -0.989], [0.671, -3.407, 0.863], [1.887, -4.415, 1.650], [0.660, -1.675, 2.663], [1.508, -2.964, 3.607], [2.142, -0.807, 4.672], [2.193, -0.083, 2.999], [3.455, -1.318, 3.662], [-0.994, -5.651, -2.431], [-1.014, -5.206, -0.973], [-2.263, -5.255, -0.359], [-2.312, -4.885, 1.002], [-3.711, -4.823, 1.485], [-0.317, -4.903, -2.860], [-0.632, -6.678, -2.579], [-1.952, -5.367, -2.963], [-0.299, -5.654, -0.304], [-0.743, -4.132, -1.049], [-1.760, -5.741, 1.459], [-1.828, -3.923, 1.241], [-4.335, -5.603, 1.117], [-4.109, -3.890, 1.151], [-3.645, -4.780, 2.593], [-3.015, 2.376, -1.115], [-2.770, 3.851, -0.919], [-3.841, 4.534, -0.328], [-3.468, 5.319, 0.808], [-2.683, 6.551, 0.356], [-2.215, 1.991, -1.741], [-2.949, 1.857, -0.163], [-3.937, 2.211, -1.636], [-1.801, 3.950, -0.402], [-2.576, 4.310, -1.907], [-4.405, 5.608, 1.292], [-2.906, 4.665, 1.473], [-2.727, 7.254, 1.206], [-3.133, 7.004, -0.549], [-1.622, 6.281, 0.158], [-2.549, -0.820, 5.916], [-1.199, -1.201, 5.325], [-0.524, -2.280, 5.886], [-0.669, -3.485, 5.336], [-1.488, -3.828, 4.554], [0.386, -4.512, 5.894], [1.589, -3.891, 5.889], [0.150, -4.857, 7.150], [0.461, -5.600, 5.159], [-2.637, -0.693, 7.007], [-3.142, -1.712, 5.629], [-3.023, -0.045, 5.307], [-0.478, -0.385, 5.502], [-1.154, -1.379, 4.279], [-4.328, -0.875, 2.623], [-4.835, 0.520, 2.243], [-5.683, 1.043, 3.363], [-6.892, 0.485, 3.306], [-7.601, 0.116, 2.418], [-7.316, 0.304, 4.772], [-6.591, 0.945, 5.660], [-8.595, 0.673, 4.875], [-7.256, -1.010, 5.032], [-3.980, -1.299, 1.671], [-5.186, -1.511, 2.977], [-3.564, -0.906, 3.381], [-5.350, 0.573, 1.292], [-3.960, 1.124, 2.431], [1.705, 5.486, 2.287], [1.334, 5.023, 0.941], [2.362, 5.649, 0.013], [2.220, 5.357, -1.307], [1.250, 4.890, -1.875], [3.439, 5.901, -2.079], [4.425, 5.045, -2.017], [3.129, 6.100, -3.365], [3.861, 7.064, -1.587], [0.930, 5.087, 2.948], [1.826, 6.563, 2.371], [2.606, 4.989, 2.521], [0.327, 5.449, 0.681], [1.283, 3.970, 0.746], [2.495, 2.114, -4.585], [1.031, 2.512, -4.622], [0.341, 1.359, -5.081], [-0.952, 1.239, -4.708], [-1.630, 2.036, -4.146], [-1.497, -0.097, -5.234], [-2.332, 0.238, -6.220], [-0.486, -0.819, -5.772], [-2.217, -0.738, -4.345], [3.062, 2.937, -4.092], [2.843, 1.909, -5.590], [2.689, 1.211, -4.035], [0.890, 3.247, -5.365], [0.650, 2.938, -3.704]],
  "energy_ha": -4481.746871,
  "homo_ev": -2.50,
  "e_lumo_ev": 3.9,
  "total_charge": -2
}